*w*
2 unconnected molecules or ions with the total composition C3H9NO2, computed with ωB97M-V/def2-TZVPD.

Last column: Mulliken charge in e.
Positions of all 15 atoms, in Å:
N: 1.729 -0.831 -1.313  -0.51
C: 2.483 -2.048 -1.094  -0.74
H: -1.819 -0.100 -0.983  0.29
C: -1.773 -0.331 0.075  -0.88
H: -1.094 -1.195 0.084  0.25
H: 1.986 -2.802 -0.465  0.25
O: -0.237 0.788 1.598  -0.53
H: -2.653 -0.760 0.543  0.31
H: 3.343 -1.766 -0.471  0.31
C: -1.112 0.809 0.785  0.67
O: -1.534 2.003 0.266  -0.45
H: 0.844 -1.084 -1.685  0.20
H: -0.821 2.631 0.376  0.33
H: 2.881 -2.429 -2.034  0.25
H: 1.775 -0.126 -0.592  0.25

Calculated values
E_HOMO: -9.03 eV
HOMO-LUMO gap: 9.70 eV
SMILES: CC(=O)O.CN
2S+1: 1

*x*
A molecular structure, C3H9NO2, computed with ωB97M-V/def2-TZVPD.

Last column: Mulliken charge in e.
Positions of all 15 atoms, in Å:
H: -0.557 -1.296 -0.175  0.39
C: 0.907 -0.119 0.872  -0.10
C: -1.588 0.381 0.948  -1.21
H: 0.007 0.490 -3.118  0.24
H: 1.265 -0.189 -2.315  0.18
H: 2.748 -0.234 0.365  0.36
H: -2.391 -0.304 1.221  0.34
H: -1.335 0.973 1.832  0.31
H: 1.108 0.804 1.410  0.35
C: -0.409 -0.383 0.390  0.10
H: 0.102 -1.014 1.587  0.11
O: 1.941 -0.760 0.281  -0.45
O: -0.087 0.677 -1.169  -0.48
H: -1.956 1.064 0.184  0.36
N: 0.246 -0.090 -2.313  -0.51

Calculated values
E_HOMO: -7.26 eV
HOMO-LUMO gap: 7.86 eV
2S+1: 1

*y*
A molecular structure, C3H9NO2, computed with ωB97M-V/def2-TZVPD.

Last column: Mulliken charge in e.
Positions of all 15 atoms, in Å:
C: -0.944 1.222 1.564  -0.30
C: 1.087 -0.103 1.832  -0.69
O: -0.229 0.437 -1.469  -0.45
H: 1.437 0.669 2.585  0.28
H: -0.561 1.975 2.287  0.26
H: 0.869 -1.054 2.372  0.27
H: -1.803 1.245 0.875  0.29
C: 0.998 0.527 -1.912  0.10
N: -0.198 0.281 1.211  -0.42
O: 1.932 0.601 -1.180  -0.51
H: -0.269 0.371 -0.508  0.49
H: 1.077 0.496 -2.947  0.42
H: -2.249 -3.071 -3.115  -0.02
H: -2.909 -3.201 -2.674  0.02
H: 1.761 -0.395 1.076  0.26

Calculated values
E_HOMO: -10.05 eV
HOMO-LUMO gap: 11.06 eV
2S+1: 1

*z*
A molecular structure, C3H9NO2, computed with ωB97M-V/def2-TZVPD.

Last column: Mulliken charge in e.
Positions of all 15 atoms, in Å:
N: 0.377 -1.095 -0.055  -0.54
H: -0.227 1.198 1.378  0.29
C: -1.166 -0.051 -0.205  0.18
O: 1.422 -0.388 0.577  -0.22
H: -1.070 0.162 -1.251  0.34
H: 2.757 -0.809 -0.992  0.26
H: 0.037 -1.723 0.635  0.26
H: -2.222 -1.643 -0.562  0.35
O: -2.185 -0.899 0.172  -0.55
H: -2.211 1.004 1.302  0.26
H: 1.653 0.452 -1.366  0.21
H: 3.044 0.604 0.004  0.22
C: 2.267 0.019 -0.542  -0.43
C: -1.169 1.131 0.772  -0.84
H: -1.306 2.039 0.132  0.22

Calculated values
E_HOMO: -8.45 eV
HOMO-LUMO gap: 9.24 eV
2S+1: 1

Here is how they stack up, most stable first: *w*, *y*, *z*, *x*.

*w*
2 unconnected molecules or ions with the total composition C3H9NO2, computed with ωB97M-V/def2-TZVPD.

Last column: Mulliken charge in e.
Positions of all 15 atoms, in Å:
H: -0.478 -2.268 -2.133  0.30
H: 0.225 0.111 0.030  0.18
O: -2.083 2.121 0.483  -0.60
C: 0.232 2.495 0.922  -0.97
C: -0.950 1.697 0.541  0.58
H: 0.727 2.911 0.038  0.27
N: -0.706 0.353 0.300  -0.31
H: -0.065 3.246 1.647  0.30
H: -1.333 -0.285 -0.160  0.23
H: 0.579 -3.580 -0.810  0.33
H: 1.069 1.940 1.357  0.32
H: 0.242 -2.253 0.384  0.26
H: 1.708 -2.213 -0.356  0.24
O: 0.152 -1.753 -1.653  -0.51
C: 0.682 -2.522 -0.590  -0.60

Calculated values
E_HOMO: -9.64 eV
HOMO-LUMO gap: 10.28 eV
SMILES: CC(N)=O.CO
2S+1: 1

*x*
2 unconnected molecules or ions with the total composition C3H9NO2, computed with ωB97M-V/def2-TZVPD.

Last column: Mulliken charge in e.
Positions of all 15 atoms, in Å:
H: -0.674 -0.406 3.092  0.34
H: 2.629 2.045 -2.522  0.22
H: 1.271 3.010 -1.184  0.29
O: 0.309 -0.264 0.821  -0.55
C: -1.430 -1.963 0.419  -0.94
H: 1.774 0.714 -2.883  0.22
H: -2.453 -1.775 0.634  0.31
H: -1.130 -2.964 0.721  0.27
C: -0.604 -0.941 1.176  0.68
C: 0.832 2.133 -1.656  -0.41
H: -0.111 2.481 -2.072  0.21
H: 0.687 1.380 -0.885  0.06
O: -1.104 -0.978 2.442  -0.46
N: 1.711 1.693 -2.756  -0.56
H: -1.263 -1.917 -0.631  0.32

Calculated values
E_HOMO: -8.92 eV
HOMO-LUMO gap: 9.56 eV
SMILES: CC(=O)O.CN
2S+1: 1

*y*
2 unconnected molecules or ions with the total composition C3H9NO2, computed with ωB97M-V/def2-TZVPD.

Last column: Mulliken charge in e.
Positions of all 15 atoms, in Å:
H: -2.887 -1.484 -2.046  0.30
H: 0.503 2.135 2.243  0.34
C: 1.066 0.333 1.043  -0.37
N: 0.925 -0.478 -1.264  -0.42
H: -1.544 -1.670 -1.486  0.32
H: 1.265 0.442 -1.493  0.24
H: -0.253 2.014 0.706  0.31
O: -0.393 -1.384 0.352  -0.65
H: 1.985 0.754 0.639  0.30
H: 0.343 -0.999 -1.901  0.26
C: 0.412 -0.531 0.004  0.63
C: 0.094 1.402 1.553  -1.12
O: -1.976 -1.219 -2.227  -0.64
H: 1.274 -0.280 1.919  0.22
H: -0.815 0.964 1.958  0.30

Calculated values
E_HOMO: -10.03 eV
HOMO-LUMO gap: 10.88 eV
SMILES: CCC(N)=O.O
2S+1: 1

Here is how they stack up, most stable first: *y*, *x*, *w*.

*w*
2 unconnected molecules or ions with the total composition C3H9NO2, computed with ωB97M-V/def2-TZVPD.

Last column: Mulliken charge in e.
Positions of all 15 atoms, in Å:
O: -3.422 -0.113 -0.654  -0.51
C: 1.764 -1.038 0.697  -1.19
O: 0.015 0.482 0.911  -0.51
H: -1.419 0.153 -0.974  0.26
H: 2.528 0.913 -0.757  0.19
C: -2.167 0.270 -0.215  -0.56
H: -3.436 -0.925 -1.033  0.28
H: -2.004 1.332 0.094  0.26
N: 1.549 1.142 -0.485  -0.42
H: 2.809 -0.942 0.294  0.33
C: 1.054 0.276 0.456  0.74
H: 1.436 -1.815 0.009  0.27
H: -1.792 -0.446 0.586  0.24
H: 1.264 2.036 -0.516  0.22
H: 1.820 -1.324 1.588  0.40

Calculated values
E_HOMO: -9.44 eV
HOMO-LUMO gap: 10.18 eV
SMILES: CC(N)=O.CO
2S+1: 1

*x*
2 unconnected molecules or ions with the total composition C3H9NO2, computed with ωB97M-V/def2-TZVPD.

Last column: Mulliken charge in e.
Positions of all 15 atoms, in Å:
H: -0.741 3.735 1.865  0.32
H: -0.291 2.289 1.831  0.31
H: -0.407 -1.488 0.574  0.44
C: 0.287 -0.011 -0.831  -0.34
H: -1.332 0.476 0.754  0.31
H: -0.785 -1.983 -1.131  0.23
O: -1.133 1.951 -0.697  -0.44
H: 1.678 -2.508 -1.435  0.20
O: -0.907 2.872 2.267  -0.62
H: 1.679 -2.903 0.139  0.20
C: -0.762 0.932 -0.188  -0.09
N: 1.396 -2.145 -0.513  -0.54
H: 0.073 0.147 -1.907  0.27
H: 1.242 0.233 -0.311  0.31
C: 0.004 -1.598 -0.419  -0.56

Calculated values
E_HOMO: -9.36 eV
HOMO-LUMO gap: 10.22 eV
SMILES: NCCC=O.O
2S+1: 1

*y*
2 unconnected molecules or ions with the total composition C3H9NO2, computed with ωB97M-V/def2-TZVPD.

Last column: Mulliken charge in e.
Positions of all 15 atoms, in Å:
H: -2.352 -0.303 1.791  0.23
C: -2.198 -0.220 0.550  -0.68
C: 1.849 0.368 -0.918  -0.82
H: -3.376 -0.121 0.193  0.27
C: 2.193 -0.636 0.187  0.69
O: 3.128 -1.418 0.274  -0.55
H: 0.782 0.504 -1.158  0.16
H: 0.148 -0.678 0.928  0.38
H: 2.253 1.297 -0.628  0.33
N: -1.457 0.929 0.373  -0.53
H: -1.720 -1.137 0.121  0.29
O: 1.074 -1.248 0.639  -0.51
H: 2.610 0.183 -1.765  0.30
H: -2.054 1.710 -0.085  0.31
H: -0.881 0.770 -0.501  0.14

Calculated values
E_HOMO: -10.08 eV
HOMO-LUMO gap: 10.55 eV
SMILES: CC(=O)O.CN
2S+1: 1

Here is how they stack up, most stable first: *x*, *w*, *y*.

*w*
A single C5H9N molecule, computed with ωB97M-V/def2-TZVPD.

Last column: Mulliken charge in e.
Positions of all 15 atoms, in Å:
H: 1.642 -1.499 0.711  0.23
H: -0.276 -0.362 1.388  0.39
C: -1.866 -0.443 -0.171  -0.62
H: 1.849 0.970 0.836  0.24
H: -2.006 1.416 1.063  0.23
C: -1.552 0.988 0.173  -0.61
H: -1.903 -0.700 -1.225  0.27
C: 1.814 0.520 -0.156  -0.37
C: -0.514 -0.075 0.359  0.11
H: -2.549 -0.999 0.465  0.22
C: 1.693 -0.957 -0.235  -0.45
N: 0.574 -0.103 -0.580  -0.38
H: -1.400 1.685 -0.646  0.26
H: 2.347 1.069 -0.929  0.24
H: 2.146 -1.511 -1.054  0.25

Calculated values
E_HOMO: -9.19 eV
HOMO-LUMO gap: 10.52 eV
SMILES: C1CC1N1CC1
2S+1: 1

*x*
A single C5H9N molecule, computed with ωB97M-V/def2-TZVPD.

Last column: Mulliken charge in e.
Positions of all 15 atoms, in Å:
C: -0.380 0.365 -0.023  -0.35
H: 1.972 0.322 -1.347  0.30
H: 1.013 -0.314 1.502  0.28
C: -1.537 -0.488 0.354  -0.12
H: -2.760 -0.269 -1.494  0.29
H: -3.578 -1.042 0.037  0.26
H: 3.736 -0.324 0.918  0.24
N: 3.599 -0.213 -0.084  -0.65
H: -3.395 0.900 -0.173  0.22
H: 2.897 1.112 0.118  0.35
C: 2.300 0.287 -0.286  -0.34
C: -2.835 -0.207 -0.376  -0.93
C: 0.892 0.065 0.497  -0.24
H: -1.389 -0.999 1.316  0.32
H: -0.535 0.805 -0.960  0.36

Calculated values
E_HOMO: -6.71 eV
HOMO-LUMO gap: 5.49 eV
2S+1: 1

Here is how they stack up, most stable first: *w*, *x*.

*w*
2 unconnected molecules or ions with the total composition C2H8OS, computed with ωB97M-V/def2-TZVPD.

Last column: Mulliken charge in e.
Positions of all 12 atoms, in Å:
C: -2.669 0.901 -0.832  -0.79
H: 3.439 -2.062 2.445  0.32
C: 0.018 0.328 -0.392  -0.83
H: -3.654 0.475 -0.997  0.30
S: -1.349 -0.228 -1.441  -0.07
H: -2.566 1.733 -1.524  0.26
H: -0.046 0.010 0.640  0.29
O: 3.815 -2.051 1.558  -0.64
H: -2.533 1.162 0.212  0.26
H: 0.143 1.409 -0.369  0.31
H: 0.832 -0.222 -0.864  0.27
H: 4.572 -1.455 1.563  0.32

Calculated values
E_HOMO: -8.38 eV
HOMO-LUMO gap: 9.22 eV
SMILES: CSC.O
2S+1: 1

*x*
2 unconnected molecules or ions with the total composition C2H8OS, computed with ωB97M-V/def2-TZVPD.

Last column: Mulliken charge in e.
Positions of all 12 atoms, in Å:
O: 0.322 -5.279 2.436  -0.50
C: 1.712 -5.551 2.227  -0.45
H: 2.063 -6.123 3.084  0.19
H: -1.888 4.464 -1.554  0.29
H: -0.198 4.613 -2.049  0.26
H: -0.857 5.817 -1.025  0.23
H: 2.261 -4.617 2.139  0.24
H: -2.713 5.774 -3.641  0.10
H: 1.841 -6.117 1.308  0.21
H: 0.123 -4.403 2.105  0.30
C: -1.109 5.150 -1.839  -0.68
S: -1.558 6.271 -3.189  -0.20

Calculated values
E_HOMO: -9.05 eV
HOMO-LUMO gap: 10.07 eV
SMILES: CO.CS
2S+1: 1

Here is how they stack up, most stable first: *w*, *x*.

*w*
2 unconnected molecules or ions with the total composition C2H8OS, computed with ωB97M-V/def2-TZVPD.

Last column: Mulliken charge in e.
Positions of all 12 atoms, in Å:
H: 2.708 0.024 -1.167  0.32
H: -1.098 -1.735 -1.412  0.31
H: -0.546 1.565 0.236  0.24
H: -2.088 1.505 1.346  0.28
C: -1.099 1.141 1.085  -0.80
C: -0.757 -0.753 -1.044  -0.76
H: 3.310 1.350 -1.028  0.31
H: 0.301 -0.869 -1.275  0.16
H: -0.345 1.459 1.810  0.32
H: -1.316 -0.020 -1.642  0.33
O: 3.551 0.429 -0.964  -0.64
S: -1.178 -0.595 0.670  -0.07

Calculated values
E_HOMO: -8.64 eV
HOMO-LUMO gap: 9.29 eV
SMILES: CSC.O
2S+1: 1

*x*
2 unconnected molecules or ions with the total composition C2H8OS, computed with ωB97M-V/def2-TZVPD.

Last column: Mulliken charge in e.
Positions of all 12 atoms, in Å:
H: 0.669 -1.401 -1.482  0.34
H: -0.358 0.033 -1.684  0.34
O: -2.792 -0.391 -0.178  -0.60
S: 1.536 0.969 0.382  -0.25
H: -2.759 -0.490 0.789  0.30
C: 0.373 -0.486 0.356  -0.37
C: -0.133 -0.812 -1.039  -0.94
H: -0.417 -0.380 1.127  0.24
H: 2.478 0.492 1.207  0.11
H: 1.115 -1.154 0.836  0.28
H: -0.957 -1.519 -0.837  0.25
H: -3.732 -0.174 -0.258  0.29

Calculated values
E_HOMO: -8.80 eV
HOMO-LUMO gap: 9.41 eV
SMILES: CCS.O
2S+1: 1

Here is how they stack up, most stable first: *x*, *w*.